*i*
The following is a DFT calculation (ωB97M-V with the def2-TZVPD basis set) of an isolated molecule of C6H6N2O.

Output
**E_LUMO (alpha / beta)**: -0.6 / -0.6 eV
**Molar mass**: 122.13 Da
**HOMO (alpha / beta)**: -8.360 / -8.187 eV
**HOMO-LUMO gap (alpha / beta)**: 0.284 / 0.280 Ha

```
15
C6H6N2O (ωB97M-V with the def2-TZVPD basis set)
C -0.18 -0.46 -3.51
C -1.76 -2.71 -1.17
C -0.75 -1.18 -2.49
C -0.52 -0.97 -0.44
C 0.88 1.16 -0.35
C 0.23 -0.03 0.41
N 0.27 0.07 -4.46
N -1.26 -1.98 -0.14
O -1.45 -2.28 -2.39
H -2.44 -3.51 -0.96
H 0.24 1.87 -0.90
H 1.47 0.80 -1.26
H 1.57 1.64 0.42
H -0.56 0.32 1.03
H 1.03 -0.38 1.14
```

---

*ii*
The following is a DFT calculation (ωB97M-V with the def2-TZVPD basis set) of an isolated molecule of C6H6N2O.

Output
**E_LUMO**: 0.6 eV
**Molar mass**: 122.13 Da
**HOMO**: -9.863 eV
**HOMO-LUMO gap**: 0.386 Ha

```
15
C6H6N2O (ωB97M-V with the def2-TZVPD basis set)
H -1.20 2.78 0.60
N -1.76 2.07 0.04
C -1.18 0.95 0.10
C -1.67 -0.36 -0.45
C -0.84 -1.33 -0.17
C 0.35 -0.87 0.58
C 1.71 -0.61 -0.19
C 1.33 0.86 -0.03
O 1.78 1.92 -0.36
N 0.12 0.58 0.67
H -2.60 -0.48 -0.95
H -0.98 -2.37 -0.44
H 0.47 -1.31 1.56
H 1.79 -0.99 -1.25
H 2.66 -0.84 0.28
```

---

*iii*
The following is a DFT calculation (ωB97M-V with the def2-TZVPD basis set) of an isolated molecule of C6H6N2O.

Output
**E_LUMO**: 0.2 eV
**Molar mass**: 122.13 Da
**HOMO**: -9.359 eV
**HOMO-LUMO gap**: 0.350 Ha

```
15
C6H6N2O (ωB97M-V with the def2-TZVPD basis set)
C 1.19 -0.32 -0.18
C 1.13 1.01 -0.28
O 0.00 1.83 -0.23
C -1.06 0.92 0.18
C -2.49 1.13 -0.07
N -3.27 0.09 -0.07
N -2.44 -1.08 -0.10
C -1.23 -0.77 -0.10
C 0.09 -1.32 -0.19
H 2.22 -0.66 -0.27
H 2.00 1.72 -0.58
H -0.87 0.81 1.33
H -3.03 2.04 0.01
H 0.03 -1.69 -1.23
H 0.30 -2.15 0.67
```

---

It turns out *ii* is the most stable, with the second structure 0.1176 hartree higher.

---

*i*
The following is a DFT calculation (ωB97M-V with the def2-TZVPD basis set) of a cluster of 2 separate species, C5H10O3 in total.

Output
**E_LUMO**: 0.8 eV
**Molar mass**: 118.13 Da
**HOMO**: -8.990 eV
**HOMO-LUMO gap**: 0.359 Ha

```
18
C5H10O3 (ωB97M-V with the def2-TZVPD basis set)
C -0.68 1.96 -0.17
C -0.63 0.51 -0.40
C -0.83 -0.50 0.44
C -1.00 -1.83 -0.15
O -0.56 -0.52 1.84
H 0.18 2.48 -0.82
H -0.42 2.07 0.96
H -1.65 2.43 -0.36
H -0.95 0.24 -1.45
H -0.72 -1.89 -1.22
H -0.21 -2.54 0.41
H -2.05 -2.36 0.05
H 0.06 0.25 1.89
O 2.10 0.82 0.80
C 1.84 0.35 -0.25
O 1.92 -0.89 -0.56
H 1.58 0.80 -1.21
H 2.01 -1.38 0.20
```

---

*ii*
The following is a DFT calculation (ωB97M-V with the def2-TZVPD basis set) of a cluster of 2 separate species, C5H10O3 in total.

Output
**E_LUMO**: 0.7 eV
**Molar mass**: 118.13 Da
**HOMO**: -8.323 eV
**HOMO-LUMO gap**: 0.330 Ha

```
18
C5H10O3 (ωB97M-V with the def2-TZVPD basis set)
C -0.48 -0.79 -0.41
C -0.94 -0.02 0.57
C -1.69 -0.67 1.75
C -0.52 1.44 0.82
C 1.22 -0.25 -1.44
O 0.92 0.96 -1.95
O 1.58 -1.29 -2.33
O 2.06 -0.12 -0.38
H -0.63 -1.85 -0.76
H -2.81 -0.61 1.74
H -1.29 -0.36 2.62
H -1.47 -1.73 1.68
H 0.54 1.65 1.25
H -0.56 1.94 -0.10
H -1.12 1.98 1.46
H 1.30 1.67 -1.47
H 1.88 -0.95 -3.17
H 2.03 -0.98 0.13
```

---

*iii*
The following is a DFT calculation (ωB97M-V with the def2-TZVPD basis set) of a cluster of 4 separate species, C5H10O3 in total.

Output
**E_LUMO**: -0.9 eV
**Molar mass**: 118.13 Da
**HOMO**: -9.067 eV
**HOMO-LUMO gap**: 0.299 Ha

```
18
C5H10O3 (ωB97M-V with the def2-TZVPD basis set)
C -1.08 -0.56 -2.55
C -0.63 -0.86 -0.29
C 0.38 -1.39 0.71
C 0.90 0.78 0.74
C 0.69 1.88 1.78
H -1.35 -1.71 -3.65
H 0.15 0.63 -2.97
H -2.47 0.29 -1.47
H -1.61 -1.12 -0.28
H -0.28 -2.05 1.41
H 1.38 -2.13 0.46
H 1.68 0.98 -0.03
H 1.56 1.80 2.50
H 0.90 2.92 1.34
H -0.43 1.48 2.29
O -0.25 -1.07 -1.68
O 0.92 -0.40 1.53
O -0.44 0.52 0.14
```

---

It turns out *i* is the most stable, with the second structure 0.0481 hartree higher.

---

*i*
The following is a DFT calculation (ωB97M-V with the def2-TZVPD basis set) of an isolated molecule of C8H14.

Output
**E_LUMO**: 0.9 eV
**Molar mass**: 110.20 Da
**HOMO**: -8.555 eV
**HOMO-LUMO gap**: 0.348 Ha

```
22
C8H14 (ωB97M-V with the def2-TZVPD basis set)
C 0.94 -3.50 -0.60
C 1.30 -2.27 -0.24
C 0.31 -1.35 0.41
C -0.21 -1.76 1.58
C 0.49 0.15 0.08
C -0.90 0.80 0.17
C -1.14 2.08 -0.71
C -0.33 3.26 -0.19
H 1.67 -4.17 -0.99
H -0.06 -3.93 -0.61
H 2.10 -1.80 -0.81
H -0.42 -1.13 2.44
H -0.26 -2.84 1.76
H 0.99 0.28 -0.88
H 1.22 0.43 0.82
H -1.49 0.14 -0.46
H -1.41 0.82 1.12
H -0.69 1.84 -1.67
H -2.18 2.33 -0.94
H -0.02 3.99 -0.95
H 0.73 2.88 -0.06
H -0.64 3.76 0.73
```

---

*ii*
The following is a DFT calculation (ωB97M-V with the def2-TZVPD basis set) of a cluster of 2 separate species, C8H14 in total.

Output
**E_LUMO**: 1.0 eV
**Molar mass**: 110.20 Da
**HOMO**: -9.811 eV
**HOMO-LUMO gap**: 0.396 Ha

```
22
C8H14 (ωB97M-V with the def2-TZVPD basis set)
C 0.53 2.05 -1.18
C -0.01 1.14 -0.61
C -1.05 0.16 -0.18
C -0.52 -0.82 0.86
C -2.21 0.97 0.41
C -1.50 -0.59 -1.44
H 1.12 2.79 -1.63
H -0.41 -0.36 1.83
H -1.17 -1.69 0.94
H 0.50 -1.14 0.59
H -3.00 0.30 0.75
H -2.62 1.65 -0.33
H -1.87 1.56 1.27
H -1.83 0.11 -2.20
H -0.68 -1.18 -1.84
H -2.32 -1.26 -1.20
C 2.53 -0.11 0.95
C 3.16 -1.12 0.38
H 2.50 -0.01 2.03
H 2.03 0.70 0.36
H 3.23 -1.21 -0.70
H 3.60 -1.92 0.95
```

---

It turns out *i* is the most stable, with the second structure 0.0046 hartree higher.

---

*i*
The following is a DFT calculation (ωB97M-V with the def2-TZVPD basis set) of a structure of composition C7H9NO4.

Output
**E_LUMO**: 0.5 eV
**Molar mass**: 171.15 Da
**HOMO**: -9.656 eV
**HOMO-LUMO gap**: 0.374 Ha

```
21
C7H9NO4 (ωB97M-V with the def2-TZVPD basis set)
C 0.69 0.37 -2.24
C -0.97 -1.94 -0.88
C 1.56 -0.07 -1.08
C -1.05 -0.37 -0.82
C 0.68 -0.75 -0.03
C 0.88 -0.65 1.40
C -2.18 0.29 -0.08
N -0.67 0.26 -1.96
O 1.13 0.69 -3.32
O -1.75 -2.74 -1.25
O 0.29 -2.08 -0.39
O -1.97 1.64 0.08
H 2.13 -0.84 -1.55
H 2.22 0.63 -0.83
H 1.46 0.24 1.69
H 1.15 -1.63 1.68
H 0.04 -0.57 2.03
H -2.04 -0.09 0.94
H -3.21 0.21 -0.55
H -1.39 0.41 -2.66
H -1.33 1.76 -0.59
```

---

*ii*
The following is a DFT calculation (ωB97M-V with the def2-TZVPD basis set) of a cluster of 4 separate species, C7H9NO4 in total.

Output
**E_LUMO**: -0.3 eV
**Molar mass**: 171.15 Da
**HOMO**: -8.696 eV
**HOMO-LUMO gap**: 0.308 Ha

```
21
C7H9NO4 (ωB97M-V with the def2-TZVPD basis set)
C -2.00 0.83 -0.84
C -1.13 0.99 -1.92
C -1.44 0.84 0.45
C 0.23 1.23 -1.73
C -0.11 1.12 0.71
C 0.78 1.14 -0.46
C 1.68 -2.24 -0.33
N 2.29 1.23 -0.38
O 2.79 1.25 0.73
O 2.87 1.18 -1.42
O 0.35 1.31 1.95
O 1.37 -1.07 -0.23
H -2.99 0.51 -1.03
H -1.44 0.77 -2.93
H -2.15 1.01 1.30
H 0.92 1.35 -2.64
H -3.73 -3.21 3.64
H 1.45 -2.91 -1.10
H -3.25 -3.94 3.67
H 2.15 -2.76 0.64
H 1.35 1.38 1.93
```

---

It turns out *i* is the most stable, with the second structure 0.1399 hartree higher.